Record 1
C11H20IrNSbSe6 as an isolated structure, computed with ωB97M-V/def2-TZVPD.

Geometry as ORCA input:
```
! RIJCOSX wB97M-V def2-TZVPD def2/J DEFGRID3
* xyz 0 6
Ir 0.5391 -1.8135 0.7024
C -1.5027 1.1123 2.5085
Se -1.8949 -0.6292 1.8134
C -3.4778 0.0529 0.8980
C -4.3882 -1.0364 0.3264
Se -4.0238 -1.5748 -1.5503
C -2.4203 -2.6967 -1.3079
H -1.2039 1.8024 1.7204
H -0.7340 1.0750 3.2617
H -2.3877 1.4044 3.0566
H -3.1735 0.6524 0.0413
H -3.9929 0.6520 1.6864
H -5.4021 -0.5971 0.1353
H -4.5025 -1.8788 0.9970
H -1.4950 -2.1292 -1.4380
H -2.4727 -3.5246 -2.0538
H -2.4036 -3.1743 -0.3343
C 1.1602 -3.1996 -0.5968
H 0.5086 -3.5675 -1.3915
H 2.1287 -3.6836 -0.6334
H 0.0612 -3.1486 1.4752
Se 6.3378 -1.2385 2.7503
Sb 5.0473 0.2690 4.0591
Se 4.2803 -0.9420 5.8660
Se 4.8600 2.0885 2.7615
Se 1.6065 -1.1622 2.8324
C 1.2101 3.6321 -3.0877
C 1.3074 2.3653 -2.2412
C 1.7441 2.3844 -0.9161
C 1.7521 1.1623 -0.1690
N 1.3616 -0.0201 -0.6597
C 1.1121 -0.0226 -1.9885
C 1.1226 1.0862 -2.8078
H 0.3546 3.6211 -3.7487
H 2.0911 3.8055 -3.7073
H 0.9601 4.4340 -2.4171
H 2.0924 3.2735 -0.4698
H 2.0452 1.1702 0.8862
H 0.9787 -1.0108 -2.4125
H 0.8136 1.0066 -3.8467
*
```

As for the expectation value of S²: 8.77. The gap between HOMO and LUMO (spin up / spin down) comes out at 5.360 / 5.363 eV. Its lowest unoccupied orbital energy (spin up / spin down) is -1.48 / -2.75 eV.

---

Record 2
A single C11H20N2O3 molecule, computed with ωB97M-V/def2-TZVPD.

Geometry as ORCA input:
```
! RIJCOSX wB97M-V def2-TZVPD def2/J DEFGRID3
* xyz 0 1
C 1.9973 -0.4987 -4.1735
C 0.8145 -0.7473 -3.1726
C 0.6231 -2.2591 -3.2740
C 1.0209 -0.1634 -1.7773
C -0.3835 -0.1828 -1.1666
N -0.3212 0.6939 0.0057
C 0.5948 0.6082 0.9358
O 1.3455 -0.3924 1.1641
C 0.4825 1.4776 2.0698
C 0.2272 1.0408 3.4954
C -1.1903 1.2741 3.7665
C -1.5079 2.5790 2.9637
N -0.7204 2.3706 1.8012
C -0.9825 -1.5465 -0.8756
O -1.8365 -2.2388 -1.5641
O -0.4484 -2.0385 0.4250
H 1.7335 -0.8823 -5.3047
H 3.0945 -0.9480 -4.1419
H 2.2714 0.6855 -4.0208
H -0.0128 -0.2060 -3.6162
H -0.4835 -2.5260 -2.9490
H 0.9687 -2.6874 -4.3048
H 1.3543 -2.8440 -2.5351
H 1.8240 -0.7913 -1.2559
H 1.2217 0.9523 -1.8798
H -1.0720 0.3718 -1.8992
H -1.1867 1.3628 0.1404
H 1.3951 2.2445 2.0916
H 0.7584 1.6890 4.1680
H 0.3349 -0.0256 3.6000
H -1.7305 0.6293 3.1997
H -1.4029 1.0441 4.9147
H -2.4983 2.7347 2.5807
H -1.3690 3.5115 3.6500
H -0.6689 3.4234 1.1268
H 0.0984 -1.3236 0.8366
*
```

The relative energy (zero: lowest compared OMol25 entry of this formula, charge and spin) comes out at 141.7 kcal per mole. The gap between HOMO and LUMO comes out at 9.459 eV. Its SMILES is CC(C)C[C@H](NC(=O)[C@@H]1CCCN1)C(=O)O. Its lowest unoccupied orbital energy is 0.18 eV.

---

Record 3
A single C11H20N2O7 molecule, computed with ωB97M-V/def2-TZVPD.

Geometry as ORCA input:
```
! RIJCOSX wB97M-V def2-TZVPD def2/J DEFGRID3
* xyz 0 1
N -2.9580 -3.6296 -2.6584
C -2.0122 -2.7246 -3.0426
O -2.3827 -1.8493 -3.7915
C -0.6221 -2.7145 -2.4969
C -0.5838 -2.2089 -1.0376
C -1.3730 -0.8919 -0.7687
N -0.8922 0.0433 -1.8111
C -0.7613 1.5124 -1.4139
C -0.1108 1.6547 -0.0359
C 1.4260 1.2885 -0.1008
O 2.1074 2.3446 -0.8237
C 2.1774 0.9739 1.2173
O 1.7914 -0.3211 1.7116
C 2.0909 2.0733 2.3144
O 3.1302 1.7608 3.1913
C 0.7795 2.1050 3.1727
O 0.4320 0.8279 3.7326
O -0.8037 0.8707 0.9188
C -1.1886 -0.4115 0.6555
O -1.5177 -1.1545 1.5636
H -3.9089 -3.4729 -3.0065
H -2.7779 -4.2437 -1.8897
H 0.0366 -2.1203 -3.1198
H -0.2531 -3.7396 -2.5103
H 0.4629 -2.0657 -0.7775
H -1.0043 -2.9714 -0.3539
H -2.4547 -1.0337 -0.9020
H -1.4469 -0.0604 -2.6889
H -0.1382 2.0518 -2.0747
H -1.7357 2.0247 -1.3576
H -0.2389 2.6896 0.2828
H 1.5580 0.3655 -0.6743
H 3.0691 2.2878 -0.6896
H 3.2533 0.8858 0.9323
H 0.9773 -0.2198 2.2763
H 2.2729 3.0604 1.9031
H 3.0354 0.8394 3.5173
H 1.0610 2.7939 3.9782
H -0.0143 2.5155 2.5828
H -0.4825 0.8638 4.0755
*
```

The relative energy (zero: lowest compared OMol25 entry of this formula, charge and spin) comes out at 6.8 kcal per mole. The gap between HOMO and LUMO comes out at 9.704 eV. Its SMILES is NC(=O)CC[C@@H]1NC[C@H]([C@@H](O)[C@H](O)[C@H](O)CO)OC1=O. Its lowest unoccupied orbital energy is 0.66 eV.

---

Record 4
A 2-piece molecular cluster, C11H20N2Si overall, computed with ωB97M-V/def2-TZVPD.

Geometry as ORCA input:
```
! RIJCOSX wB97M-V def2-TZVPD def2/J DEFGRID3
* xyz 0 1
C 3.2693 2.8596 0.0171
C 1.8867 2.9938 0.2240
C 3.7759 1.5833 0.0055
C 1.0850 1.8988 0.4084
C 3.0184 0.4194 0.1251
C 1.6443 0.5297 0.3772
C -4.5782 1.3422 -0.4834
C 1.2059 -2.1001 -1.8488
C 0.5729 -3.6116 -0.0492
C -0.8189 -0.9766 1.9241
C -3.2687 0.7407 0.1448
N -2.0972 1.4468 0.0906
N 0.8026 -2.2457 -0.5144
Si 0.4270 -0.9014 0.5558
H 3.9300 3.7500 -0.1721
H 1.4101 3.9591 0.3772
H 4.8440 1.3899 -0.2718
H 0.0004 1.8647 0.4692
H 3.4157 -0.5297 0.0231
H -4.8124 2.3251 -0.1859
H -4.5691 1.2424 -1.4776
H -5.5033 0.7424 -0.2403
H 0.8572 -2.9655 -2.4243
H 0.7100 -1.2096 -2.2575
H 2.2900 -2.1833 -2.0522
H 0.6165 -3.4542 1.0060
H -0.4440 -3.9926 -0.1724
H 1.3937 -4.3540 -0.2443
H -0.2934 -0.3996 2.7547
H -1.6670 -0.3084 1.6750
H -1.0615 -1.9668 2.2085
H -3.2625 0.6492 1.2808
H -3.2396 -0.1758 -0.4949
H -1.5398 1.6377 -0.7779
*
```

The relative energy (zero: lowest compared OMol25 entry of this formula, charge and spin) comes out at 94.9 kcal per mole. The gap between HOMO and LUMO (spin up / spin down) comes out at 4.771 / 8.540 eV. Its lowest unoccupied orbital energy (spin up / spin down) is -0.58 / 0.15 eV.

---

The total energy results, record by record, are as follows: -15238.8310, -766.1997, -1067.3387, -829.9479 hartree.